{"formula": "C27H34N8O7S2Yb", "method": "ωB97M-V/def2-TZVPD", "species": ["Yb", "S", "S", "O", "O", "O", "O", "O", "O", "O", "N", "N", "N", "N", "N", "N", "N", "N", "C", "C", "C", "C", "C", "C", "C", "C", "C", "C", "C", "C", "C", "C", "C", "C", "C", "C", "C", "C", "C", "C", "C", "C", "C", "C", "C", "H", "H", "H", "H", "H", "H", "H", "H", "H", "H", "H", "H", "H", "H", "H", "H", "H", "H", "H", "H", "H", "H", "H", "H", "H", "H", "H", "H", "H", "H", "H", "H", "H", "H"], "xyz": [[0.69867, 0.03119, -1.16482], [-0.72454, 1.62333, 1.54406], [3.58100, 0.24489, -1.85026], [1.60838, -1.88654, -0.54473], [0.95133, 0.33193, -3.34860], [-0.19720, -1.21841, 0.50222], [-0.89346, -4.34533, -6.30860], [1.15668, -0.43622, -5.43126], [0.12972, -1.26012, 3.16035], [0.37144, -2.58811, -6.78127], [-2.44312, 0.39998, 3.15100], [-2.94925, 2.60213, 2.57238], [-1.50859, 1.09051, -1.88846], [-0.38051, -1.80961, -2.55949], [-1.66042, 1.31716, -3.20742], [1.34232, 2.50241, -1.35879], [2.33310, 1.00158, 0.77512], [-1.02107, -2.96911, -2.42775], [2.30528, 2.73151, -2.45563], [-2.85677, 1.84573, -3.49931], [3.53965, 0.18807, 0.97635], [2.39724, -4.67934, 2.52684], [-3.51282, 0.29923, 3.97191], [0.85267, -1.94913, 0.46353], [2.04799, -4.26888, 3.81011], [-2.13066, 1.54986, 2.46335], [-0.42744, -2.90097, -4.53327], [-3.53639, 1.97802, -2.30959], [-3.71781, -0.99965, 4.67407], [-0.33302, -3.33805, -5.96246], [0.78103, -0.54579, -4.27299], [-4.83951, 3.78195, 3.45808], [1.28793, -3.13229, 4.01207], [4.46079, 0.21081, -0.24893], [0.00073, -1.75098, -3.83439], [-2.65028, 1.49833, -1.34028], [1.99650, -3.92718, 1.44254], [-1.07482, -3.65427, -3.57842], [1.21786, -2.78325, 1.62637], [1.66916, 3.22099, -0.11465], [-4.00617, 2.54842, 3.36629], [0.85624, -2.38332, 2.92310], [2.64907, 2.44362, 0.76020], [3.65135, 2.02396, -2.30751], [-4.32858, 1.38669, 4.09759], [-4.19678, 4.62702, 3.70208], [-0.07587, -0.84009, 2.29967], [2.27141, -4.20498, 0.43321], [3.23273, -0.83886, 1.16957], [1.02789, -2.79615, 5.00723], [4.14689, 2.05210, -3.27629], [-1.79161, -0.37268, 3.09121], [2.37695, -4.84582, 4.66444], [-0.89864, 1.12201, -3.83453], [2.08090, 4.21329, -0.32745], [2.51573, 3.80140, -2.56966], [-2.79682, -1.31835, 5.16422], [-2.79098, 1.45734, -0.27440], [4.29873, 2.51612, -1.58554], [1.72229, 0.84026, 1.57448], [0.72245, -1.76799, -6.35661], [-1.54349, -4.61723, -3.69517], [-4.50439, -0.90980, 5.41777], [-4.00488, -1.77223, 3.95830], [1.84330, 2.37057, -3.36830], [5.05886, -0.69845, -0.26740], [5.15303, 1.05075, -0.24252], [-4.52755, 2.36766, -2.16098], [0.74044, 3.35544, 0.43386], [4.11766, 0.53728, 1.83948], [2.62498, 2.86121, 1.76941], [-3.14177, 2.08835, -4.50914], [-1.37175, -3.24536, -1.52705], [-5.19060, 1.35791, 4.74649], [0.46472, 2.90318, -1.68084], [2.98950, -5.57126, 2.37671], [-5.28581, 3.98927, 2.48471], [3.66374, 2.57544, 0.39055], [-5.62495, 3.68691, 4.20387]], "atomic_forces_ev_per_a": [[-0.08, 1.30, -0.52], [0.21, 0.07, 0.07], [-0.09, 0.17, 0.10], [0.44, -0.33, 0.21], [-0.06, -0.01, 0.12], [0.05, -0.18, 0.00], [0.06, 0.02, -0.01], [0.00, 0.01, 0.07], [-0.05, 0.04, 0.00], [0.08, 0.06, -0.36], [-0.09, 0.31, 0.01], [-0.07, 0.17, -0.07], [0.33, -0.01, 0.05], [0.28, 0.48, -0.16], [-0.21, 0.10, -0.14], [-0.07, 0.06, -0.24], [-0.28, -0.31, 0.27], [0.02, -0.05, 0.08], [0.20, -0.09, -0.04], [-0.09, 0.01, 0.09], [0.13, -0.02, -0.17], [0.07, -0.07, -0.10], [-0.06, -0.03, 0.04], [0.06, -0.57, 0.38], [-0.03, -0.02, 0.00], [-0.18, -0.10, 0.16], [0.01, 0.14, 0.06], [0.00, -0.01, -0.02], [0.03, -0.03, -0.02], [-0.12, -0.15, 0.27], [-0.19, -0.31, -0.16], [-0.01, -0.01, 0.01], [-0.05, 0.11, 0.04], [-0.24, -0.08, -0.23], [-0.07, -0.20, 0.01], [-0.10, 0.00, 0.07], [0.00, 0.07, 0.05], [0.04, -0.06, -0.26], [-0.07, 0.16, 0.06], [0.10, -0.10, 0.16], [0.09, -0.30, 0.03], [0.00, -0.23, -0.17], [-0.17, 0.08, -0.27], [-0.08, -0.26, 0.05], [-0.01, 0.14, -0.03], [-0.02, 0.01, 0.00], [0.06, 0.03, -0.05], [0.03, 0.00, 0.01], [-0.02, 0.02, 0.03], [0.00, -0.02, 0.00], [0.05, 0.11, 0.02], [0.02, -0.07, 0.06], [-0.01, 0.01, 0.01], [0.16, -0.03, 0.03], [0.00, -0.01, -0.02], [-0.05, 0.01, 0.02], [-0.01, -0.01, 0.00], [0.09, -0.06, 0.01], [0.04, 0.00, -0.03], [-0.02, 0.02, 0.01], [0.01, 0.01, 0.13], [-0.06, 0.03, 0.12], [0.00, 0.00, 0.01], [0.02, 0.00, 0.00], [-0.05, 0.08, -0.02], [0.05, 0.03, 0.05], [0.01, 0.00, 0.01], [0.01, 0.00, 0.00], [-0.02, 0.06, -0.02], [-0.04, -0.04, 0.04], [0.04, -0.01, 0.01], [0.07, -0.02, -0.01], [-0.06, 0.03, 0.06], [0.01, -0.03, 0.01], [-0.04, -0.09, -0.02], [-0.01, 0.00, 0.03], [-0.01, 0.00, 0.00], [0.01, -0.07, 0.02], [-0.01, 0.02, -0.02]], "relative_energy_kj_mol": 34.4, "gap_ev": [8.494, 8.493], "s_squared": 0.751, "e_homo_ha": [-0.4095, -0.4095], "energy_ha": -3969.16205, "total_charge": 1, "multiplicity": 2}